(1)
DFT (ωB97M-V/def2-TZVPD) results for the ion CH7N4O with charge +1 at a distorted geometry.

Geometry as XYZ:
```
13
Properties=species:S:1:pos:R:3:lowdin_charge:R:1
N 2.3366 0.0931 -0.3615 0.1169
O 1.3717 -0.8560 0.5135 -0.1140
N 0.1680 -0.9547 0.0926 -0.0510
C -0.8514 -0.0851 0.2189 -0.3880
N -2.0753 -0.5204 -0.0863 0.2432
N -0.5166 1.1024 0.7264 0.2264
H 3.0506 0.4543 0.4022 0.1421
H 2.8235 -0.4923 -0.9975 0.0495
H 0.0155 -1.6260 -0.7601 0.2246
H -2.7248 0.2071 0.0016 0.1258
H -2.0326 -1.4750 -0.3564 0.1327
H -1.1703 1.8901 0.8988 0.1593
H 0.4486 1.4186 0.8673 0.1326
```

Computed properties:
Relative energy (zero: lowest compared OMol25 entry of this formula, charge and spin) (kJ/mol): 153.51
Orbital gap (Eh): 0.4063
SMILES: NO[NH+]=C(N)N
E_HOMO (eV): -14.5
Spin multiplicity: 1
Charge: +1



(2)
DFT (ωB97M-V/def2-TZVPD) results for a structure of composition CH7N4O at a distorted geometry.

Geometry as XYZ:
```
13
Properties=species:S:1:pos:R:3:lowdin_charge:R:1
C 1.1718 -1.0603 -1.0302 -0.1865
N -0.8838 1.1800 0.9562 0.0659
N 0.3881 -0.7074 -0.1481 0.1032
N 2.1122 -1.0912 -1.7217 0.0711
N -2.1629 0.6147 1.4028 0.0455
O 2.5766 -1.4550 -2.9069 0.0923
H -0.7705 2.0127 0.4161 0.1502
H -0.0144 -1.5152 0.4184 0.1520
H -0.4122 1.3377 1.7799 0.1092
H -2.3874 0.7539 2.4295 0.1332
H -2.8877 1.0107 0.8390 0.0828
H -0.2676 0.3481 0.4078 0.0420
H 3.5376 -1.4287 -2.8428 0.1391
```

Computed properties:
Relative energy (zero: lowest compared OMol25 entry of this formula, charge and spin) (kJ/mol): 255.50
Orbital gap (Eh): 0.4022
E_HOMO (eV): -14.1
Spin multiplicity: 1
Charge: +1